19
Properties=species:S:1:pos:R:3 method="wB97M-V/def2-TZVPD" smiles=NC[C@@H](N)CS.O multiplicity=1 lumo_energy_ev=0.49 e_tot_ev=-19167.8285 homo_lumo_gap_ev=8.8
N -1.01 -0.79 -1.31
C 0.30 -1.26 -0.88
C 1.02 -0.22 0.03
N 1.07 1.07 -0.63
C 0.45 -0.15 1.44
S 1.62 -0.68 2.76
H -1.00 -0.52 -2.28
H -1.41 -0.03 -0.76
H 0.97 -1.42 -1.71
H 0.05 -2.08 -0.20
H 2.05 -0.60 0.09
H 0.46 1.76 -0.25
H 1.90 1.50 -1.00
H -0.47 -0.69 1.56
H 0.28 0.88 1.71
H 1.42 -1.99 2.52
O -2.34 1.50 -0.10
H -3.21 1.35 -0.52
H -2.13 2.37 -0.47


18
Properties=species:S:1:pos:R:3 method="wB97M-V/def2-TZVPD" multiplicity=1 lumo_energy_ev=0.77 e_tot_ev=-17119.0889 homo_lumo_gap_ev=9.1
C -2.56 -1.15 -0.74
N -1.27 -0.46 -0.99
H -2.31 -2.16 -0.35
H -3.11 -0.63 0.05
H -3.15 -1.12 -1.67
H -0.65 -0.96 -1.59
H -1.31 -0.29 0.85
H -1.34 0.51 -1.24
C 1.94 0.24 0.10
C 1.55 0.32 1.56
S -0.24 0.44 1.96
N 1.43 1.37 -0.72
H 1.50 -0.64 -0.37
H 3.02 0.17 -0.02
H 2.09 1.17 2.00
H 1.85 -0.62 2.07
H 2.02 2.19 -0.63
H 0.55 1.61 -0.28


What molecular weight values result from the calculations? In sequence: 124.21 108.21 Da.
What relative energy (zero: lowest compared OMol25 entry of this formula, charge and spin) values result from the calculations? In sequence: 88.03 169.55 kJ/mol.